1.
67
Properties=species:S:1:pos:R:3 method="wB97M-V/def2-TZVPD" de_lowest_kcal_mol=0.0 homo_energy_ev="-10.50 / -10.66" multiplicity=4 molar_mass_da=703.67 energy_ha=-6052.8155 total_charge=+1 gap_ha="0.2595 / 0.2905" largest_force_ha_per_bohr=0.016
Cr -0.954 0.661 -1.567
S -2.450 1.958 -2.820
C -2.033 0.880 -4.131
S -0.764 -0.234 -3.684
C -2.649 0.892 -5.339
C -2.279 -0.055 -6.349
N -1.991 -0.823 -7.154
C -3.677 1.850 -5.622
N -4.509 2.611 -5.839
O 0.797 -0.037 -1.022
As 1.262 -0.958 0.335
C 0.966 0.056 1.915
C 0.018 -0.274 2.874
C -0.137 0.536 3.991
C 0.657 1.663 4.149
C 1.600 1.995 3.184
C 1.751 1.199 2.060
C 3.110 -1.344 0.193
C 3.957 -1.238 1.289
C 5.296 -1.579 1.146
C 5.774 -2.016 -0.080
C 4.921 -2.120 -1.172
C 3.583 -1.787 -1.040
C 0.291 -2.594 0.331
C 0.295 -3.420 1.451
C -0.407 -4.617 1.417
C -1.095 -4.987 0.267
C -1.070 -4.173 -0.856
C -0.371 -2.973 -0.832
H -0.615 -1.142 2.751
H -0.874 0.282 4.740
H 0.544 2.281 5.030
H 2.224 2.871 3.310
H 2.485 1.466 1.308
H 3.591 -0.899 2.250
H 5.963 -1.502 1.994
H 6.818 -2.277 -0.187
H 5.299 -2.458 -2.127
H 2.924 -1.861 -1.897
H 0.848 -3.154 2.345
H -0.401 -5.268 2.281
H -1.630 -5.927 0.240
H -1.583 -4.473 -1.761
H -0.354 -2.340 -1.711
N -3.872 -2.508 1.503
N -3.435 -1.871 0.348
N -4.081 -2.000 -0.790
C -3.380 -1.200 -1.576
N -2.384 -0.618 -0.901
N -2.436 -1.064 0.346
H -4.336 -3.357 1.192
H -3.037 -2.744 2.033
H -3.583 -1.032 -2.620
O -1.021 1.900 0.038
S -1.538 3.362 -0.137
C -1.128 4.124 1.444
C -0.237 5.326 1.140
C 0.675 4.884 -0.003
C -0.248 4.255 -1.042
H -0.593 3.337 1.981
H -2.052 4.355 1.970
H 0.309 5.627 2.034
H -0.843 6.179 0.830
H 1.395 4.143 0.351
H 1.235 5.713 -0.433
H 0.225 3.532 -1.706
H -0.765 4.986 -1.664

***

2.
63
Properties=species:S:1:pos:R:3 method="wB97M-V/def2-TZVPD" homo_energy_ev="-1.45 / -5.36" multiplicity=2 molar_mass_da=692.25 energy_ha=-9190.6175 total_charge=-1 gap_ha="0.1212 / 0.2649" largest_force_ha_per_bohr=0.109
C 18.984 12.646 -5.551
Br 17.356 12.304 -6.665
Br 20.086 14.172 -6.187
Br 20.152 11.043 -5.412
H 18.559 12.813 -4.561
C 17.994 18.146 -4.568
C 17.292 19.211 -5.084
C 16.359 18.963 -6.075
C 16.095 17.607 -6.459
C 16.835 16.539 -5.979
C 17.793 16.835 -5.002
N 14.902 17.362 -7.359
O 14.588 16.227 -7.649
O 14.226 18.348 -7.709
H 18.778 18.413 -3.876
H 17.449 20.228 -4.755
H 15.762 19.758 -6.496
H 16.609 15.544 -6.333
H 18.413 16.030 -4.637
N 13.714 11.752 -6.658
C 13.111 10.557 -6.913
C 12.454 10.321 -8.104
C 12.341 11.301 -9.077
C 12.949 12.546 -8.784
C 13.634 12.740 -7.584
H 13.314 9.840 -6.131
H 12.029 9.369 -8.388
H 11.840 11.149 -10.022
H 12.895 13.339 -9.516
H 14.084 13.645 -7.204
N 14.765 23.304 -10.510
C 13.610 22.764 -10.972
C 13.305 21.419 -10.780
C 14.213 20.578 -10.158
C 15.298 21.167 -9.520
C 15.526 22.517 -9.723
H 12.989 23.365 -11.620
H 12.421 21.021 -11.255
H 13.995 19.534 -9.982
H 15.887 20.504 -8.904
H 16.362 22.965 -9.206
N 21.756 17.082 -5.693
C 23.044 16.653 -5.886
C 23.895 17.313 -6.741
C 23.448 18.205 -7.656
C 22.112 18.586 -7.545
C 21.281 18.025 -6.533
H 23.431 15.873 -5.246
H 24.921 16.994 -6.852
H 24.102 18.641 -8.398
H 21.731 19.292 -8.267
H 20.236 18.291 -6.495
N 21.272 19.326 -2.381
C 20.571 19.517 -1.220
C 19.523 20.474 -1.138
C 19.163 21.211 -2.267
C 19.884 20.960 -3.433
C 21.006 20.113 -3.489
H 20.710 18.829 -0.400
H 19.024 20.624 -0.192
H 18.363 21.936 -2.244
H 19.577 21.645 -4.209
H 21.677 19.966 -4.322

***

3.
68
Properties=species:S:1:pos:R:3 method="wB97M-V/def2-TZVPD" de_lowest_kcal_mol=35.9 homo_energy_ev="0.10 / 0.09" multiplicity=5 molar_mass_da=859.63 energy_ha=-6754.7048 total_charge=-2 gap_ha="0.1334 / 0.1336" largest_force_ha_per_bohr=0.034
Ho 0.004 0.374 -0.620
C 4.479 -2.262 -0.675
S 3.952 -2.691 1.008
C 2.459 -1.675 1.010
S 2.598 -0.016 0.832
N 1.353 -2.387 1.183
N 0.214 -1.765 0.893
C -0.849 -2.227 1.492
C -2.156 -1.833 1.027
C -3.315 -2.164 1.741
C -4.546 -1.800 1.236
C -4.607 -1.129 0.020
C -3.413 -0.834 -0.620
N -2.220 -1.161 -0.138
H 5.441 -2.744 -0.848
H 4.578 -1.181 -0.759
H 3.744 -2.616 -1.396
H -0.756 -2.936 2.311
H -3.222 -2.695 2.681
H -5.452 -2.029 1.784
H -5.548 -0.813 -0.408
H -3.399 -0.294 -1.560
C 3.216 3.736 -3.128
C 2.342 3.055 -2.086
S 2.174 1.331 -2.281
C 1.738 3.770 -1.102
C 1.878 5.275 -1.028
S 0.704 3.080 0.120
H 3.720 2.981 -3.729
H 3.981 4.374 -2.672
H 2.626 4.364 -3.807
H 2.754 5.650 -1.560
H 1.936 5.594 0.015
H 0.992 5.759 -1.459
C -6.379 3.651 -1.897
O -6.281 3.653 -0.487
C -5.140 3.122 0.055
C -5.105 3.116 1.469
C -4.000 2.596 2.086
C -2.905 2.062 1.380
C -1.796 1.469 2.091
C -1.740 1.553 3.605
O -0.876 0.862 1.544
C -2.923 2.088 -0.060
O -1.992 1.661 -0.789
C -4.099 2.635 -0.685
H -7.357 4.063 -2.138
H -6.303 2.638 -2.300
H -5.602 4.267 -2.354
H -5.939 3.527 2.022
H -3.975 2.598 3.170
H -2.607 1.062 4.054
H -1.724 2.595 3.932
H -0.829 1.058 3.932
H -4.088 2.644 -1.765
Br 2.094 -4.943 -5.992
C 0.979 -3.430 -5.659
C 0.195 -2.945 -6.693
N -0.608 -1.878 -6.532
C -0.630 -1.301 -5.334
C 0.122 -1.738 -4.242
C 0.963 -2.840 -4.415
C 0.034 -1.055 -2.924
O -0.763 -0.078 -2.786
O 0.760 -1.476 -1.979
H 0.209 -3.415 -7.669
H -1.270 -0.436 -5.209
H 1.568 -3.191 -3.589

***

4.
59
Properties=species:S:1:pos:R:3 method="wB97M-V/def2-TZVPD" homo_energy_ev=-8.78 multiplicity=1 molar_mass_da=508.41 smiles="O=C(NCc1ccccc1)C1=C[C@@H](c2ccc(Br)cc2)C[C@@H](OCc2ccc(CO)cc2)O1" energy_ha=-3974.2172 gap_ha=0.3452 largest_force_ha_per_bohr=0.017
O 0.958 2.160 -2.612
C 0.808 1.892 -1.435
N 1.793 1.423 -0.642
C 3.119 1.182 -1.156
C 3.385 -0.258 -1.523
C 2.365 -1.080 -1.982
C 2.630 -2.390 -2.341
C 3.916 -2.892 -2.251
C 4.941 -2.075 -1.805
C 4.675 -0.767 -1.441
C -0.508 2.083 -0.753
C -1.611 2.290 -1.473
C -2.942 2.542 -0.840
C -3.823 1.311 -0.808
C -3.333 0.049 -1.114
C -4.149 -1.065 -1.041
C -5.469 -0.911 -0.662
Br -6.598 -2.443 -0.544
C -5.987 0.338 -0.368
C -5.159 1.442 -0.446
C -2.680 3.074 0.578
C -1.686 2.166 1.301
O -2.291 0.925 1.488
C -1.745 0.131 2.528
C -0.355 -0.375 2.250
C 0.727 0.058 3.006
C 1.990 -0.462 2.788
C 2.197 -1.423 1.806
C 3.561 -2.037 1.617
O 3.535 -3.321 1.045
C 1.124 -1.821 1.019
C -0.139 -1.303 1.238
O -0.452 2.060 0.619
H 1.571 1.149 0.302
H 3.207 1.793 -2.062
H 3.856 1.527 -0.424
H 1.362 -0.688 -2.064
H 1.828 -3.021 -2.695
H 4.121 -3.915 -2.526
H 5.947 -2.459 -1.734
H 5.478 -0.130 -1.095
H -1.526 2.284 -2.547
H -3.469 3.317 -1.409
H -2.301 -0.068 -1.407
H -3.762 -2.046 -1.275
H -7.022 0.446 -0.082
H -5.562 2.419 -0.222
H -2.250 4.075 0.518
H -3.598 3.107 1.163
H -1.411 2.601 2.280
H -2.442 -0.707 2.616
H -1.754 0.705 3.467
H 0.578 0.791 3.786
H 2.820 -0.133 3.397
H 4.147 -1.428 0.920
H 4.089 -2.055 2.583
H 2.981 -3.891 1.590
H 1.289 -2.552 0.241
H -0.974 -1.625 0.634